P.
Molecular formula: C6H9N3O
Method: DFT, ωB97M-V with the def2-TZVPD basis set

Last column: Mulliken charge in e.
Atoms and positions in Å:
C (3.04, -0.67, -0.08)  -1.3561
C (1.73, -0.10, 0.29)  0.7091
C (-0.65, -0.68, -0.06)  0.3040
C (-2.73, -1.13, 0.45)  -0.5239
C (-2.61, 0.22, 0.26)  -0.3559
C (-0.78, 1.81, -0.33)  -0.7724
H (3.21, -0.63, -1.08)  0.4144
H (3.35, -1.55, 0.48)  0.3398
H (3.83, 0.10, 0.31)  0.3422
H (0.99, -1.76, -0.67)  0.3430
H (-3.46, -1.85, 0.54)  0.4633
H (-3.33, 0.87, 0.20)  0.4601
H (-0.28, 2.34, 0.37)  0.3473
H (0.14, 1.62, -1.00)  0.2903
H (-1.75, 2.61, -0.58)  0.2124
N (0.67, -0.83, -0.41)  -0.1813
N (-1.45, -1.65, 0.19)  -0.7182
N (-1.32, 0.55, -0.03)  0.2624
O (1.40, 0.71, 1.16)  -0.5806

For the HOMO energy, the calculation gives -8.173 eV. As for the SMILES: CC(=O)Nc1nccn1C.


Q.
Molecular formula: C6H9N3O
Method: DFT, ωB97M-V with the def2-TZVPD basis set

Last column: Mulliken charge in e.
Atoms and positions in Å:
C (-0.25, 2.99, -2.23)  0.3691
C (0.30, 3.56, -1.13)  0.6754
C (-1.78, 0.74, 0.40)  -1.0299
C (1.68, -0.99, 0.19)  -1.2747
C (-0.81, -0.47, 0.37)  -0.5653
C (0.54, 0.01, -0.04)  0.5536
N (-0.85, 2.54, -3.11)  -0.4059
N (0.33, 3.98, 0.06)  -0.3525
N (1.62, 4.02, -0.58)  -0.4712
O (0.78, 1.07, -0.51)  -0.4195
H (-1.68, 1.52, 1.12)  0.3708
H (-2.88, 0.44, 0.48)  0.3124
H (-1.72, 1.32, -0.47)  0.1638
H (1.42, -1.62, 1.05)  0.3624
H (1.75, -1.64, -0.67)  0.3063
H (2.68, -0.56, 0.38)  0.3445
H (-0.97, -1.10, -0.49)  0.2694
H (-0.73, -1.07, 1.16)  0.5312
H (2.39, 3.34, -0.46)  0.2600

For the HOMO energy, the calculation gives -9.000 eV. As for the SMILES: N#CC1=NN1.CCC(C)=O.


R.
Molecular formula: C6H9N3O
Method: DFT, ωB97M-V with the def2-TZVPD basis set

Last column: Mulliken charge in e.
Atoms and positions in Å:
C (0.76, 0.00, -1.92)  -0.2928
C (1.15, -1.10, -1.12)  -0.5544
C (0.32, 1.12, -1.32)  -0.8546
C (0.98, -0.97, 0.24)  -0.4355
C (-0.03, 1.27, 0.04)  0.6669
C (0.39, 0.13, 0.91)  0.2600
N (-0.06, -0.83, 2.92)  -0.4447
N (-1.72, 1.32, 0.14)  -0.0248
N (-0.13, 0.20, 2.07)  -0.1390
O (-2.37, 0.22, 0.37)  -0.6879
H (0.70, -0.04, -2.99)  0.3995
H (1.50, -2.10, -1.41)  0.3303
H (-0.15, 1.85, -1.92)  0.3509
H (1.00, -1.73, 0.99)  0.1940
H (0.22, 2.33, 0.59)  0.2305
H (-0.53, -0.73, 3.74)  0.1903
H (0.21, -1.83, 2.66)  0.1934
H (-2.11, 1.72, -0.77)  0.2802
H (-1.83, 2.14, 0.81)  0.3379

For the HOMO energy (alpha / beta), the calculation gives -7.618 / -7.619 eV. As for the SMILES: N/N=C1\C=CC=C[C@H]1[NH2+][O-].


Pick P: it beats the second-best structure by 0.1320 hartree.


P.
Molecular formula: C2H5N3S2
Method: DFT, ωB97M-V with the def2-TZVPD basis set

Last column: Mulliken charge in e.
Atoms and positions in Å:
C (1.18, -0.08, 0.07)  0.4349
C (-1.36, 0.51, -0.30)  0.0867
H (2.39, -1.57, -0.54)  0.2100
H (3.36, -0.14, 0.28)  0.2984
H (1.73, 1.86, -0.19)  0.2428
H (-0.47, 1.31, -0.23)  0.4304
H (-3.22, -1.50, 0.86)  0.0884
N (2.39, -0.78, 0.01)  -0.4855
N (0.95, 1.14, 0.23)  -0.5942
N (-2.62, 0.64, -0.15)  -0.3559
S (-0.44, -1.03, -0.09)  -0.2538
S (-3.89, -0.36, 0.06)  -0.1023

For the HOMO energy, the calculation gives -8.145 eV. As for the SMILES: [H]/N=C(\N)S/C=N\S.


Q.
Molecular formula: C2H5N3S2
Method: DFT, ωB97M-V with the def2-TZVPD basis set

Last column: Mulliken charge in e.
Atoms and positions in Å:
C (0.47, -0.50, -0.48)  0.4030
C (-0.95, -0.93, -0.32)  -0.5595
N (1.25, -1.06, -1.28)  -0.5883
N (-2.25, 0.80, 1.11)  -0.5030
N (2.52, 0.82, 0.34)  -0.5526
S (0.95, 0.88, 0.58)  0.1656
S (-2.09, 0.51, -0.43)  0.1683
H (-1.19, -1.65, -1.10)  0.3084
H (-1.13, -1.35, 0.67)  0.3169
H (2.19, -0.69, -1.29)  0.3390
H (-2.77, 1.65, 1.28)  0.2443
H (3.00, 1.52, 0.90)  0.2579

For the HOMO energy (alpha / beta), the calculation gives -8.353 / -8.453 eV.


Pick Q: it beats the second-best structure by 0.0135 hartree.


P.
Molecular formula: C2H5N3S2
Method: DFT, ωB97M-V with the def2-TZVPD basis set

Last column: Mulliken charge in e.
Atoms and positions in Å:
C (0.00, -2.06, -0.18)  0.0671
C (0.18, 1.00, 1.20)  -0.1807
H (0.61, -1.80, -3.22)  0.2468
H (-0.66, -1.07, -2.44)  0.1995
H (0.21, -2.82, 0.61)  0.3081
H (-1.53, -1.57, 0.95)  0.3016
H (0.34, 0.21, 1.96)  0.2710
N (0.32, -1.36, -2.36)  -0.3910
N (0.59, -2.26, -1.28)  -0.3001
N (-1.00, -1.13, 0.20)  -0.3922
S (-1.01, 0.50, 0.04)  0.0594
S (1.05, 2.41, 1.22)  -0.1896

For the HOMO energy, the calculation gives -8.747 eV. As for the SMILES: N/N=C\NSC=S.


Q.
Molecular formula: C2H5N3S2
Method: DFT, ωB97M-V with the def2-TZVPD basis set

Last column: Mulliken charge in e.
Atoms and positions in Å:
C (-1.64, -1.13, -0.02)  0.0355
C (-1.98, 0.35, 0.43)  -0.3057
N (-0.69, -1.27, -0.84)  -0.4102
N (-0.94, 1.15, -0.16)  -0.3173
N (3.12, 0.63, -0.23)  -0.5319
S (1.99, -0.41, 0.67)  -0.1063
S (0.17, 0.30, -0.83)  0.2878
H (-2.31, -1.96, 0.20)  0.3846
H (-3.11, 0.57, 0.04)  0.2259
H (-2.02, 0.61, 1.50)  0.2474
H (3.86, 0.98, 0.32)  0.2509
H (3.56, 0.17, -1.08)  0.2392

For the HOMO energy (alpha / beta), the calculation gives -7.921 / -7.922 eV.


R.
Molecular formula: C2H5N3S2
Method: DFT, ωB97M-V with the def2-TZVPD basis set

Last column: Mulliken charge in e.
Atoms and positions in Å:
C (-1.23, 0.05, 0.05)  0.2102
C (1.01, -0.92, 0.28)  -0.0564
H (-0.22, 2.22, -1.42)  0.1719
H (-1.46, 1.78, 0.96)  0.2983
H (-0.48, -1.71, -0.86)  0.2853
H (1.12, -0.26, 1.10)  0.4593
H (2.79, -1.64, 0.20)  0.2556
N (-0.73, 1.25, 0.58)  -0.3652
N (-0.26, -0.85, -0.30)  -0.1972
N (1.83, -1.71, -0.20)  -0.6378
S (0.50, 2.15, -0.25)  -0.0999
S (-2.85, -0.35, -0.14)  -0.3243

For the HOMO energy, the calculation gives -8.774 eV. As for the SMILES: [H]/N=C/NC(=S)NS.


Pick R: it beats the second-best structure by 0.0615 hartree.